Record 1
{
  "formula": "C4H12N2O3",
  "method": "the ωB97M-V functional and the def2-TZVPD basis",
  "de_lowest_kj_mol": 116.74,
  "gap_ev": 10.27,
  "total_energy_ha": -494.832978,
  "lumo_energy_ev": 0.60,
  "smiles": "C[C@@H](O)CNC(N)=O.O",
  "spin_multiplicity": 1,
  "e_homo_ev": -9.7,
  "symbols": ["C", "C", "O", "C", "N", "C", "N", "O", "H", "H", "H", "H", "H", "H", "H", "H", "H", "H", "O", "H", "H"],
  "positions_angstrom": [[1.387306, -1.917116, 2.120156], [0.837553, -0.774553, 1.310496], [1.587268, 0.452320, 1.751561], [1.021179, -0.765110, -0.177751], [0.702165, 0.669454, -0.685641], [-0.617363, 1.129129, -0.654772], [-0.722142, 2.505608, -0.790517], [-1.527269, 0.324480, -0.659848], [2.304403, -2.426400, 1.713956], [1.560643, -1.626686, 3.141312], [0.695028, -2.772357, 2.192368], [-0.131466, -0.549356, 1.704130], [0.929357, 0.980707, 2.209774], [2.047066, -0.853110, -0.434149], [0.296755, -1.253432, -0.873362], [1.461198, 1.303379, -0.493230], [-1.649645, 2.837082, -0.603213], [0.002333, 3.116844, -1.093504], [-2.331457, -1.452384, -2.102731], [-1.987987, -0.690660, -2.575359], [-2.757174, -1.024767, -1.346268]],
  "forces_ev_per_a": [[0.491, -2.199, -0.719], [1.435, 1.458, 1.512], [-0.135, -0.868, -0.002], [-2.773, 2.850, -2.041], [0.005, -0.890, 0.519], [2.832, -0.189, -1.095], [-1.250, -1.239, 0.656], [-0.519, 1.310, 1.248], [-0.527, 0.982, 0.254], [0.222, 0.356, 0.288], [-0.195, 0.405, -0.231], [-1.117, -0.358, -0.656], [0.210, 0.181, 0.023], [0.853, -0.709, -0.249], [0.830, -0.941, 1.211], [-0.363, 0.249, 0.220], [0.002, 0.436, -0.311], [0.295, 0.059, 0.035], [-0.686, -0.562, -0.422], [0.093, -0.054, -0.031], [0.298, -0.277, -0.211]]
}

=====

Record 2
{
  "formula": "C19H19N3OS",
  "method": "the ωB97M-V functional and the def2-TZVPD basis",
  "de_lowest_kj_mol": 85.90,
  "gap_ev": 8.55,
  "total_energy_ha": -1373.151800,
  "lumo_energy_ev": 0.69,
  "smiles": "Cc1ccc(Nc2ncccc2C(=O)NCc2cccs2)c(C)c1",
  "spin_multiplicity": 1,
  "e_homo_ev": -7.9,
  "symbols": ["C", "C", "C", "C", "C", "N", "C", "N", "C", "C", "C", "C", "C", "O", "N", "C", "C", "C", "C", "C", "S", "C", "C", "C", "H", "H", "H", "H", "H", "H", "H", "H", "H", "H", "H", "H", "H", "H", "H", "H", "H", "H", "H"],
  "positions_angstrom": [[5.274917, 1.799975, 0.282107], [3.812040, 1.473989, 0.281863], [3.243038, 0.746800, 1.318972], [1.889894, 0.478577, 1.320943], [1.069547, 0.929077, 0.290879], [-0.282555, 0.551811, 0.314390], [-1.380175, 1.362869, 0.192596], [-1.209245, 2.675388, 0.095579], [-2.278117, 3.453562, 0.047362], [-3.576245, 2.984232, 0.121910], [-3.767768, 1.608584, 0.187779], [-2.668663, 0.772459, 0.189439], [-2.803208, -0.713760, 0.207233], [-3.411120, -1.338595, 1.049498], [-2.163475, -1.303033, -0.841924], [-1.809165, -2.710694, -0.854532], [-0.336294, -2.844203, -0.635694], [0.654418, -2.798287, -1.568117], [1.950076, -2.800469, -1.003996], [1.926564, -2.833351, 0.350742], [0.323066, -2.871930, 0.969315], [1.628798, 1.628722, -0.781791], [0.805320, 2.054388, -1.955244], [2.989835, 1.897428, -0.752005], [5.842958, 1.035736, 0.807650], [5.443889, 2.751697, 0.787079], [5.654342, 1.886927, -0.733438], [3.861309, 0.391208, 2.130445], [1.452045, -0.086514, 2.132281], [-0.452262, -0.309574, 0.817668], [-2.066775, 4.511406, -0.042178], [-4.412929, 3.663329, 0.113791], [-4.759452, 1.181889, 0.216943], [-1.639204, -0.712074, -1.469839], [-2.379709, -3.183319, -0.051519], [-2.091285, -3.153359, -1.815002], [0.467171, -2.773172, -2.627198], [2.854326, -2.773579, -1.584145], [2.752464, -2.838870, 1.033093], [1.443312, 2.362719, -2.779566], [0.159862, 2.885478, -1.673405], [0.165384, 1.238331, -2.290278], [3.426436, 2.443811, -1.576730]],
  "forces_ev_per_a": [[-0.038, 0.078, 0.048], [0.011, -0.072, 0.003], [0.020, 0.028, -0.112], [-0.136, 0.125, -0.007], [0.382, 0.131, 0.027], [-0.011, -0.408, 0.171], [-0.550, 0.225, -0.023], [0.420, -0.189, 0.199], [-0.305, 0.056, 0.034], [-0.063, -0.042, -0.037], [0.253, 0.005, 0.010], [0.137, 0.311, 0.155], [0.100, 0.052, -0.510], [-0.171, -0.113, 0.336], [-0.238, -0.102, -0.250], [-0.108, 0.009, 0.061], [0.133, -0.099, 0.226], [-0.358, -0.099, 0.124], [0.230, 0.022, 0.212], [-0.191, 0.007, 0.158], [0.057, -0.104, -0.538], [-0.110, -0.012, 0.009], [0.054, 0.126, -0.003], [0.005, -0.061, 0.163], [0.094, -0.025, 0.010], [0.106, 0.049, 0.013], [0.085, 0.005, -0.047], [0.075, -0.043, 0.091], [-0.062, -0.013, 0.079], [0.080, 0.077, -0.168], [-0.096, 0.109, -0.001], [-0.060, 0.083, -0.021], [-0.085, -0.052, 0.033], [-0.017, 0.041, 0.178], [0.006, -0.022, -0.199], [0.021, -0.032, 0.166], [-0.097, 0.009, -0.212], [0.192, 0.006, -0.067], [0.230, 0.000, 0.100], [0.042, -0.039, -0.084], [0.021, -0.026, -0.131], [-0.096, -0.055, -0.075], [0.041, 0.053, -0.120]]
}

=====

Record 3
{
  "formula": "C4H10NS",
  "method": "the ωB97M-V functional and the def2-TZVPD basis",
  "de_lowest_kj_mol": 78.26,
  "gap_ev": 6.55,
  "total_energy_ha": -611.336010,
  "lumo_energy_ev": 3.97,
  "total_charge": -1,
  "spin_multiplicity": 1,
  "e_homo_ev": -2.6,
  "symbols": ["N", "C", "C", "C", "H", "H", "H", "H", "H", "H", "H", "C", "S", "H", "H", "H"],
  "positions_angstrom": [[0.524894, 1.260945, -0.727630], [0.874983, -0.117109, -1.115940], [-0.609830, -1.452250, -2.648209], [-0.343809, -0.987267, -1.416518], [1.339366, 1.790683, -0.580031], [0.040541, 1.160406, 0.215648], [1.401004, -0.579272, -0.265303], [1.542625, -0.109381, -2.016049], [-1.455080, -2.072060, -2.928339], [0.112435, -1.283255, -3.461071], [-1.052872, -1.178903, -0.585959], [-0.469195, 0.804290, 3.203128], [-0.600523, -0.453817, 1.864241], [-0.033954, 0.350947, 4.105426], [0.201515, 1.657193, 2.981008], [-1.472100, 1.208850, 3.375596]],
  "forces_ev_per_a": [[-2.238, -0.935, 0.490], [0.240, -0.342, -0.036], [0.908, 0.138, 0.265], [-0.509, 0.222, -0.566], [1.306, 0.613, 0.242], [0.596, 0.022, -1.209], [0.028, -0.229, -0.320], [-0.494, 0.054, 0.621], [-0.086, 0.065, 0.345], [-0.310, 0.097, 0.281], [0.615, 0.251, -0.503], [0.257, -0.082, -0.164], [0.156, 0.299, 0.413], [-0.442, 0.107, 0.002], [-0.254, -0.279, -0.249], [0.227, -0.003, 0.387]]
}